No. 1
Entry from OMol25: a gas-phase ion, C5H11N2O (charge +1) at a distorted geometry (the ωB97M-V functional and the def2-TZVPD basis).

Properties
Molecular weight, g/mol: 115.16
2S+1: 3
HOMO-LUMO gap (alpha / beta), eV: 7.38 / 7.67
Net charge: +1
Strongest force on any atom, eV/Å: 3.8
HOMO level (alpha / beta), eV: -10.28 / -15.45
Energy relative to the best compared isomer or geometry (same formula, charge and spin), kJ/mol: 241.5

Last column: Löwdin spin population.
CARTESIAN COORDINATES (ANGSTROEM)
C 1.59564 -0.24792 1.23646  0.571
C -0.06006 1.17477 0.32588  0.031
C -0.17478 -0.31256 -0.26415  0.044
C -1.56874 -0.89862 0.02614  0.032
C 0.18952 -0.27443 -1.75050  0.032
N 0.83691 -1.00881 0.46646  0.602
N 1.21739 1.00224 1.07891  0.561
O -1.00904 1.62622 1.16448  0.030
H 2.32624 -0.58227 1.83703  0.043
H 0.34465 1.84688 -0.38248  0.015
H -1.95412 -0.84885 1.04439  0.000
H -1.46749 -1.96515 -0.27874  0.000
H -2.32339 -0.39484 -0.69333  0.005
H 1.09893 0.28959 -2.03745  0.000
H -0.74822 -0.08427 -2.28493  0.004
H 0.48350 -1.40973 -1.93177  0.001
H 1.14326 -1.94835 0.29152  0.014
H 1.64663 1.81194 1.43479  0.013
H -1.57684 2.22417 0.71732  0.001

---

No. 2
Entry from OMol25: 2 unconnected molecules or ions with the total composition C5H11N2O at a distorted geometry (the ωB97M-V functional and the def2-TZVPD basis).

Properties
Molecular weight, g/mol: 115.16
2S+1: 2
HOMO-LUMO gap (alpha / beta), eV: 8.58 / 4.18
Net charge: +2
Strongest force on any atom, eV/Å: 3.2
HOMO level (alpha / beta), eV: -18.01 / -16.83
Energy relative to the best compared isomer or geometry (same formula, charge and spin), kJ/mol: 487.8

Last column: Löwdin spin population.
CARTESIAN COORDINATES (ANGSTROEM)
O 1.07003 -0.19824 -0.22974  -0.160
C 0.49348 0.16420 -1.24831  -0.032
C -0.85998 0.69613 -1.12075  -0.338
C -1.43940 1.20963 0.14403  0.013
C -2.70148 0.39482 0.64934  0.061
C -1.74206 -1.72482 0.77893  0.063
N -2.29705 -0.76751 1.37310  0.355
N 5.11953 -0.17696 0.17348  0.924
H 0.71893 0.07811 -2.31848  0.001
H -1.46681 1.05523 -1.94928  -0.015
H -1.85026 2.21956 0.03845  0.001
H -0.69517 1.24542 0.94335  -0.001
H -3.22196 1.14572 1.23968  0.013
H -3.38269 0.18819 -0.17763  0.001
H -1.59689 -2.68458 1.27299  0.018
H -1.23414 -1.59693 -0.19132  0.018
H 4.76058 -0.17640 1.13865  0.025
H 4.36208 -0.33509 -0.50745  0.025
H 5.96326 -0.73647 -0.00902  0.025

---

No. 3
Entry from OMol25: a single C5H11N2P molecule at a distorted geometry (the ωB97M-V functional and the def2-TZVPD basis).

Properties
Molecular weight, g/mol: 130.13
HOMO-LUMO gap (alpha / beta), eV: 7.83 / 7.06
Net charge: 0
Strongest force on any atom, eV/Å: 4.7
HOMO level (alpha / beta), eV: -8.17 / -7.25
Energy relative to the best compared isomer or geometry (same formula, charge and spin), kJ/mol: 566.9

Last column: natural (NBO) charge in e.
CARTESIAN COORDINATES (ANGSTROEM)
C 0.51680 -1.95111 0.02845  -0.147
C -0.48152 1.22514 0.24804  -0.299
C -0.76278 -0.02995 -0.61941  -0.213
C 1.75908 2.04740 -0.27728  -0.493
C -1.93373 -1.77380 0.51667  -0.403
N 0.85309 1.27254 0.56229  -0.250
N -0.65263 -1.28263 -0.02259  -0.471
P 2.06754 -1.34220 0.19100  0.252
H -0.93841 2.04908 -0.18207  0.181
H -0.79982 1.05560 1.31987  0.217
H -1.74814 0.19852 -1.07131  0.207
H 0.10358 0.12204 -1.29837  0.219
H 2.54838 1.47106 -0.78660  0.226
H 1.17509 2.60091 -1.04690  0.163
H 2.23826 2.76538 0.34178  0.221
H -2.68902 -0.98235 0.63015  0.216
H -2.24675 -2.61269 -0.04384  0.210
H -1.69882 -2.28882 1.63937  0.208
H 2.68979 -2.54414 -0.12923  -0.044

---

No. 4
Entry from OMol25: a single C5H11N2P molecule at a distorted geometry (the ωB97M-V functional and the def2-TZVPD basis).

Properties
Molecular weight, g/mol: 130.13
HOMO-LUMO gap, eV: 8.22
SMILES: C/C=C(\C)N=[PH]=NC
Net charge: 0
Strongest force on any atom, eV/Å: 3.8
HOMO level, eV: -7.95
Energy relative to the best compared isomer or geometry (same formula, charge and spin), kJ/mol: 206.3

Last column: natural (NBO) charge in e.
CARTESIAN COORDINATES (ANGSTROEM)
C 1.44290 -0.90056 0.68327  -0.680
C 0.53395 -0.20376 -0.27508  0.017
C 0.30095 1.24508 -0.14926  0.221
C 1.50385 2.14154 -0.27287  -0.659
N -0.83527 1.76080 0.06384  -0.696
P -2.20481 0.76770 0.15315  0.937
N -1.47839 -0.75699 0.31738  -0.793
C -1.85745 -1.85609 -0.52277  -0.431
H 2.11803 -1.58026 0.16639  0.221
H 0.84923 -1.48232 1.38667  0.264
H 2.02262 -0.18620 1.26593  0.224
H 0.50706 -0.59075 -1.28761  0.214
H 1.72942 2.57989 0.69806  0.238
H 1.27279 2.95272 -0.95950  0.244
H 2.36982 1.59197 -0.63185  0.207
H -2.36071 1.01180 1.53325  -0.081
H -1.21312 -2.70685 -0.29094  0.190
H -2.88518 -2.13621 -0.27972  0.203
H -1.81568 -1.65151 -1.59834  0.162

---

No. 5
Entry from OMol25: a single C5H11N2PS2 molecule at a distorted geometry (the ωB97M-V functional and the def2-TZVPD basis).

Properties
Molecular weight, g/mol: 194.27
HOMO-LUMO gap, eV: 8.61
SMILES: CN(C)[P@@]1(=S)SC=CN1C
Net charge: 0
Strongest force on any atom, eV/Å: 5.5
HOMO level, eV: -7.94
Energy relative to the best compared isomer or geometry (same formula, charge and spin), kJ/mol: 0.0

Last column: natural (NBO) charge in e.
CARTESIAN COORDINATES (ANGSTROEM)
C -1.41833 -0.01358 1.01091  -0.418
N -0.67768 1.11678 0.29517  -0.804
C -1.04881 2.46877 0.75336  -0.409
P 0.88835 0.66842 -0.12103  1.478
S 1.66184 2.01665 -1.31125  -0.541
S 1.80337 -0.16060 1.66372  0.026
C 1.73556 -1.74918 1.03376  -0.484
C 1.17794 -1.89387 -0.15696  -0.024
N 0.59041 -0.86752 -0.79516  -0.770
C 0.10441 -0.95350 -2.14789  -0.420
H -0.96889 -0.93180 0.54431  0.229
H -1.22401 0.06137 2.01312  0.187
H -2.47382 0.23021 0.90342  0.205
H -0.35689 3.25058 0.27160  0.241
H -2.04081 2.69602 0.68486  0.200
H -0.79307 2.54575 1.88267  0.167
H 2.38005 -2.48827 1.57809  0.258
H 0.73126 -2.84110 -0.63347  0.220
H -0.07533 0.05986 -2.60770  0.256
H 0.86964 -1.59796 -2.71047  0.207
H -0.86517 -1.61705 -2.15105  0.195

---

No. 6
Entry from OMol25: 2 unconnected molecules or ions with the total composition C5H11N2S at a distorted geometry (the ωB97M-V functional and the def2-TZVPD basis).

Properties
Molecular weight, g/mol: 131.22
2S+1: 3
HOMO-LUMO gap (alpha / beta), eV: 6.64 / 8.69
Net charge: +1
Strongest force on any atom, eV/Å: 4.5
HOMO level (alpha / beta), eV: -10.59 / -14.96
Energy relative to the best compared isomer or geometry (same formula, charge and spin), kJ/mol: 42.6

Last column: Löwdin spin population.
CARTESIAN COORDINATES (ANGSTROEM)
C 2.19502 -1.13328 1.14127  0.560
C -0.74882 -0.46677 0.31087  0.167
C 0.54541 1.69038 0.35321  0.043
C 0.26323 0.36200 -1.89679  0.055
C 0.11930 0.37468 -0.38212  0.458
N -1.27544 -1.61813 -0.18650  0.120
N -0.95424 -0.35321 1.63259  0.084
S 2.50912 -0.11996 2.19157  0.396
H 2.15894 -1.97892 0.44184  0.030
H 0.30131 2.57067 -0.36300  0.010
H 1.64264 1.50272 0.70597  0.021
H -0.02717 1.78511 1.18448  0.003
H 0.34475 -0.54181 -2.39250  0.005
H 1.15863 0.95279 -1.92010  0.005
H -0.52772 0.82872 -2.37771  0.021
H -1.29598 -1.78747 -1.16211  0.003
H -1.86658 -2.20628 0.38786  0.004
H -0.13469 -0.20637 2.19318  0.014
H -1.33524 -1.16017 2.13429  0.004